Density functional theory data (ωB97M-V/def2-TZVPD) for C28H35N3O4P2Tm as an isolated structure at a distorted geometry.

```
73
Properties=species:S:1:pos:R:3:mulliken_charge:R:1
H 2.216 -0.312 5.058 0.329
C -0.352 0.959 -3.668 0.092
H -0.771 -0.535 4.430 0.315
C -2.277 2.166 -4.537 -1.023
C -1.209 0.341 -2.719 0.575
C 3.320 -2.846 -1.269 -1.106
H -1.375 -4.819 -0.195 0.432
C -1.791 -3.843 -0.461 -0.812
H -4.329 1.131 -0.660 0.440
N 0.937 1.579 1.411 -0.166
O -2.351 1.151 0.203 -0.499
H 1.246 -4.400 0.867 0.341
C 0.466 -3.255 -1.459 -1.364
P 1.771 -2.400 -0.431 1.217
C -2.880 -1.393 -1.213 -0.301
H 1.622 1.178 -4.530 0.566
H 3.974 -3.364 -0.556 0.418
C 1.135 0.653 -3.696 -1.024
H -3.753 -4.297 0.313 0.396
H 4.016 1.622 -3.483 0.471
H 0.677 -2.990 -2.509 0.431
H 4.392 1.339 -1.752 0.397
C 1.784 2.969 -2.185 -1.095
H 1.275 -2.920 1.871 0.122
H 4.031 -0.049 -2.814 0.345
C -3.288 0.875 -0.507 -0.533
C 1.776 -3.457 1.053 -1.198
H -0.880 3.029 3.213 0.390
Tm 0.519 -0.011 -0.218 -0.248
C -0.915 1.861 -4.572 -0.813
C 1.458 2.114 4.085 -0.127
C 0.223 1.256 3.777 2.285
P 2.038 1.166 -2.150 1.005
C -3.110 1.542 -3.607 -0.794
C -2.345 1.495 3.562 -0.827
C -0.966 -2.907 -1.080 -0.496
C 1.614 2.763 1.694 -0.009
O 2.036 3.521 0.839 -0.720
C 1.334 -0.864 4.718 -1.228
H 1.511 -1.270 3.716 0.162
O 0.002 -0.369 1.937 -0.784
H -0.266 2.339 -5.311 0.420
C -3.415 -0.016 -1.616 0.351
H 1.945 3.364 -1.165 0.317
C 0.118 0.039 4.719 -0.700
C 0.392 0.798 2.348 -0.328
H 3.816 -1.926 -1.607 0.146
H -4.740 -2.107 -0.423 0.505
H -2.690 2.890 -5.239 0.391
C -1.516 -1.617 -1.350 1.123
C 3.789 1.002 -2.605 -1.345
C -2.573 0.609 -2.724 0.306
H -1.043 2.570 4.909 0.464
C -1.025 2.170 3.884 -0.895
O 2.070 2.118 5.142 -0.594
H -2.465 0.549 4.098 0.324
H 2.490 3.708 3.267 0.313
H -4.178 1.769 -3.551 0.491
H -4.431 -0.164 -2.000 1.097
H 0.757 3.199 -2.493 0.366
H 2.815 -3.662 1.338 0.500
H 2.492 3.423 -2.891 0.406
N -0.700 -0.510 -1.711 0.955
N 1.815 2.985 3.057 0.047
H 1.310 -0.430 -3.806 0.301
H -3.159 2.162 3.863 0.485
H 3.126 -3.492 -2.136 0.373
H -2.441 1.317 2.485 -0.042
H 0.644 -4.331 -1.315 0.701
H -0.059 0.430 5.731 0.396
C -3.686 -2.340 -0.590 -0.718
C -3.133 -3.557 -0.191 -1.177
H 1.157 -1.697 5.405 0.461
```

Values from the calculation:
* Kohn-Sham gap (spin up / spin down): 7.898 / 7.932 eV
* relative energy (zero: lowest compared OMol25 entry of this formula, charge and spin): 23.22 kcal per mole
* multiplicity: 3
* charge: +1